[1]
C13H37N7O20S2 | ωB97M-V with the def2-TZVPD basis set

E_LUMO in eV: -0.3623
Structure (SMILES): CCOS(C)(=O)=O.CCOS(C)(=O)=O.C[N+](=O)[O-].C[N+](=O)[O-].C[N+](=O)[O-].C[N+](=O)[O-].C[N+](=O)[O-].C[N+](=O)[O-].C[N+](=O)[O-]
Maximum force in hartree/bohr: 0.025
HOMO level in eV: -10.26
Kohn-Sham gap in eV: 9.9

Element x y z (Å)
S (-3.174, -3.445, 2.410)
S (-0.829, 1.423, 2.972)
O (-0.266, 0.519, -4.106)
O (2.583, 3.144, -0.781)
O (1.564, -0.577, -4.396)
O (0.432, 1.462, 2.310)
O (-4.129, -2.681, 1.693)
O (4.992, 1.153, 1.165)
O (-3.022, -3.299, 3.820)
O (-4.279, 2.721, -1.984)
O (1.638, -1.204, -1.483)
O (-3.279, 2.788, -3.892)
O (4.452, -0.540, 2.381)
O (2.258, -0.555, 0.470)
O (-1.212, -1.720, -1.778)
O (-1.002, 2.005, 4.263)
O (-1.760, -3.119, 1.740)
O (6.556, 0.184, -2.166)
O (-1.898, 1.988, 1.934)
O (-2.078, -3.624, -1.260)
O (5.658, 1.988, -2.937)
O (3.348, 4.998, 0.030)
N (1.569, -0.462, -0.522)
N (-1.230, -2.934, -1.782)
N (-3.347, 2.476, -2.720)
N (2.466, 4.198, -0.172)
N (0.411, -0.321, -4.664)
N (5.606, 0.905, -2.383)
N (4.464, 0.649, 2.125)
C (0.626, -3.120, 1.648)
C (-0.589, -3.676, 2.362)
C (1.136, 4.542, 0.398)
C (-3.543, 3.694, 1.550)
C (-3.135, 2.532, 2.438)
C (-0.168, -3.631, -2.557)
C (0.529, 0.593, -0.540)
C (-3.390, -5.173, 2.031)
C (-2.199, 1.725, -2.143)
C (4.282, 0.455, -1.928)
C (3.648, 1.557, 2.985)
C (-1.334, -0.266, 2.985)
C (-0.243, -1.044, -5.785)
H (-2.404, 0.664, -2.277)
H (-2.876, -5.370, 1.092)
H (-3.689, 3.369, 0.518)
H (3.601, 0.389, -2.778)
H (-2.743, 4.440, 1.529)
H (0.435, -3.018, 0.579)
H (-0.590, -3.374, 3.411)
H (0.331, -4.328, -1.890)
H (-0.660, -4.167, -3.363)
H (0.458, -1.751, -6.213)
H (-1.457, -0.550, 1.945)
H (2.939, 2.037, 2.323)
H (-3.030, 2.887, 3.461)
H (-0.375, 0.253, -0.038)
H (0.641, 5.213, -0.298)
H (0.535, -2.894, -2.932)
H (-2.296, -0.331, 3.492)
H (-0.546, -4.769, 2.347)
H (-3.042, -5.754, 2.874)
H (0.994, 1.445, -0.071)
H (-0.607, -0.874, 3.513)
H (-2.198, 1.925, -1.075)
H (-1.301, 2.024, -2.664)
H (1.479, -3.778, 1.804)
H (3.875, 1.189, -1.244)
H (3.196, 0.982, 3.781)
H (0.203, 0.693, -1.571)
H (4.319, 2.306, 3.401)
H (-4.435, 4.195, 1.917)
H (-1.113, -1.568, -5.400)
H (-3.891, 1.744, 2.421)
H (1.342, 5.047, 1.335)
H (-0.550, -0.290, -6.502)
H (0.912, -2.131, 2.004)
H (4.335, -0.549, -1.525)
H (-4.452, -5.259, 1.810)
H (0.545, 3.645, 0.555)

These are the Mulliken partial charges, in e, on atoms 1 to 4:
1. S 1.2908
2. S 1.0652
3. O -0.4943
4. O -0.4645

=====

[2]
C13H38N6O2PW | ωB97M-V with the def2-TZVPD basis set

<S²>: 2.011
E_LUMO (spin up / spin down) in eV: -10.2181 / -10.0547
Maximum force in hartree/bohr: 0.008
HOMO level (spin up / spin down) in eV: -17.65 / -19.11
Charge: +3
Kohn-Sham gap (spin up / spin down) in eV: 7.4 / 9.1
Multiplicity: 3

Element x y z (Å)
W (0.259, 0.820, -0.090)
P (-0.246, -1.829, -1.015)
O (0.657, 1.786, 1.431)
O (0.461, -0.562, -1.592)
N (0.357, 2.566, -1.387)
N (0.024, -1.383, 0.655)
N (-1.835, 1.515, -0.035)
N (2.410, 1.092, -0.557)
N (0.264, -3.306, -1.386)
N (-1.831, -1.695, -1.359)
C (1.359, -1.721, 1.247)
C (-2.750, -2.810, -1.045)
C (-0.947, 3.316, -1.443)
C (1.540, 3.416, -1.019)
C (-2.343, -0.828, -2.432)
C (-1.052, -1.804, 1.598)
C (2.722, 2.559, -0.514)
C (1.361, -4.085, -0.770)
C (-1.774, 3.010, -0.207)
C (2.029, 1.976, 3.410)
C (0.621, 2.073, 2.867)
C (-0.355, 1.165, 3.581)
C (-0.136, -3.846, -2.714)
H (2.701, 2.680, 2.923)
H (1.823, 4.010, -1.888)
H (-0.828, -1.407, 2.583)
H (2.132, -1.718, 0.478)
H (-1.648, -0.019, -2.647)
H (2.924, 2.804, 0.524)
H (-2.288, -3.514, -0.357)
H (-0.900, -3.225, -3.177)
H (2.023, 2.215, 4.474)
H (0.732, -3.876, -3.370)
H (-1.309, 1.087, 3.054)
H (-3.318, -0.432, -2.141)
H (-3.025, -3.345, -1.955)
H (-2.776, 3.426, -0.303)
H (2.420, 0.961, 3.310)
H (0.531, 2.228, -2.335)
H (-2.485, -1.395, -3.354)
H (-0.768, 4.386, -1.537)
H (-0.528, -4.852, -2.575)
H (-1.481, 2.998, -2.340)
H (-3.656, -2.410, -0.590)
H (-2.317, 1.304, 0.840)
H (1.217, 4.100, -0.237)
H (3.624, 2.759, -1.090)
H (0.276, 3.110, 2.903)
H (0.069, 0.173, 3.741)
H (-2.015, -1.425, 1.263)
H (1.269, -4.117, 0.310)
H (-1.314, 3.421, 0.692)
H (2.599, 0.715, -1.486)
H (-2.422, 1.119, -0.771)
H (3.073, 0.623, 0.059)
H (2.341, -3.710, -1.065)
H (-0.571, 1.578, 4.567)
H (1.266, -5.107, -1.128)
H (1.591, -0.980, 2.011)
H (1.340, -2.699, 1.724)
H (-1.096, -2.892, 1.669)

These are the Mulliken partial charges, in e, on atoms 1 to 4:
1. W 2.2185
2. P 0.4537
3. O -0.3358
4. O -0.9930

=====

[3]
C13H39N13O26 | ωB97M-V with the def2-TZVPD basis set

E_LUMO in eV: -1.3868
Maximum force in hartree/bohr: 0.104
HOMO level in eV: -10.36
Kohn-Sham gap in eV: 9.0

Element x y z (Å)
O (4.539, -1.875, 1.563)
O (-1.916, 0.161, 1.616)
O (0.647, 0.486, -3.027)
O (-3.367, -2.227, -2.482)
O (5.182, -0.886, -3.453)
O (-1.389, -5.061, 3.041)
O (-1.937, -3.011, 2.681)
O (-0.875, -1.262, 4.764)
O (1.665, 1.136, 0.854)
O (2.036, 1.725, -4.177)
O (0.827, 3.628, 0.021)
O (-0.207, 4.303, 2.409)
O (-0.981, -0.737, -5.109)
O (-3.113, -1.476, 0.859)
O (4.452, -0.920, -1.438)
O (-1.275, -2.918, -2.656)
O (-1.114, 2.703, 0.181)
O (-3.262, 0.466, -2.139)
O (-2.313, 3.602, 2.749)
O (1.229, -0.822, -1.100)
O (0.439, 0.354, 4.545)
O (1.774, 2.326, 2.641)
O (-1.367, -0.495, -2.900)
O (2.753, -0.806, 2.274)
O (-2.943, 2.626, -2.240)
O (-0.204, -1.299, 0.556)
N (-0.358, 3.588, -0.176)
N (-3.201, 1.613, -1.644)
N (4.296, -1.070, -2.642)
N (2.073, 2.082, 1.535)
N (0.339, -0.572, -0.284)
N (-2.308, -2.725, -2.029)
N (-1.275, -4.003, 2.434)
N (-0.802, -0.945, -3.913)
N (1.491, 1.404, -3.142)
N (3.359, -1.521, 1.470)
N (-1.052, 3.407, 2.567)
N (-0.036, -0.644, 4.125)
N (-2.745, -0.764, 1.755)
C (2.944, -1.283, -3.188)
C (-0.981, 4.720, -0.951)
C (2.807, 3.202, 0.798)
C (-3.290, 1.652, -0.155)
C (2.519, -2.175, 0.361)
C (0.369, -1.790, -3.617)
C (2.109, 1.973, -1.893)
C (0.420, -1.226, 2.818)
C (-0.270, 0.778, -0.462)
C (-0.534, 2.061, 2.543)
C (-3.349, -0.890, 3.091)
C (-0.372, -3.936, 1.285)
C (-2.245, -3.032, -0.587)
H (3.886, 3.049, 0.766)
H (-0.421, -1.558, 2.210)
H (-1.488, 1.539, 2.477)
H (0.473, -4.598, 1.475)
H (0.037, 1.736, 1.673)
H (-1.685, 4.321, -1.681)
H (1.029, -2.113, 2.994)
H (2.460, 4.144, 1.222)
H (-2.553, -1.184, 3.776)
H (0.592, 1.396, -0.716)
H (-0.703, 1.109, 0.482)
H (2.535, 3.156, -0.256)
H (-3.276, -2.994, -0.236)
H (0.036, 1.863, 3.451)
H (0.492, -1.788, -2.534)
H (-0.974, -4.274, 0.442)
H (1.453, -2.171, 0.589)
H (-2.610, 0.887, 0.221)
H (-3.692, 0.081, 3.448)
H (2.196, -0.635, -2.730)
H (0.358, -2.821, -3.970)
H (1.175, -1.255, -4.120)
H (2.924, -3.179, 0.238)
H (-0.366, 5.339, -1.605)
H (2.985, -0.878, -4.199)
H (2.577, -1.475, -0.473)
H (-4.309, 1.450, 0.172)
H (2.589, -2.294, -2.988)
H (1.467, 2.773, -1.523)
H (-1.564, -2.338, -0.095)
H (-1.783, -4.019, -0.583)
H (-4.052, -1.721, 3.037)
H (0.017, -2.918, 1.283)
H (-1.466, 5.400, -0.251)
H (3.070, 2.431, -2.125)
H (-0.982, 0.660, -1.278)
H (-2.936, 2.621, 0.198)
H (2.268, 1.194, -1.148)
H (1.053, -0.563, 2.228)

These are the Mulliken partial charges, in e, on atoms 1 to 4:
1. O -0.6494
2. O -0.2743
3. O -0.2145
4. O -0.5609

=====

[4]
C13H40BNO20 | ωB97M-V with the def2-TZVPD basis set

<S²>: 0.755
E_LUMO (spin up / spin down) in eV: 1.9744 / 1.7002
Maximum force in hartree/bohr: 0.111
HOMO level (spin up / spin down) in eV: -7.10 / -7.78
Charge: -1
Kohn-Sham gap (spin up / spin down) in eV: 9.1 / 9.5
Multiplicity: 2

Element x y z (Å)
O (1.279, 3.277, -2.665)
O (-1.517, -5.336, 0.394)
O (-2.272, 1.785, 0.941)
O (-2.651, -1.143, -4.350)
O (-0.389, 4.874, 4.116)
O (0.129, 2.242, 0.588)
O (0.571, 0.450, -2.279)
O (-3.722, -1.645, 2.271)
O (1.821, 7.406, 2.008)
O (2.168, 1.503, 3.392)
O (1.993, 3.670, 0.671)
O (4.198, 3.306, 2.168)
O (-3.945, 0.404, 0.469)
O (-1.451, 2.064, -1.173)
O (-2.917, 0.732, -2.461)
O (-0.160, 5.772, 0.764)
O (-1.788, 7.981, -0.025)
O (-4.075, 4.165, -0.214)
O (2.442, -0.051, 0.221)
O (-1.456, 4.009, 0.384)
N (-0.463, -4.877, -0.447)
C (-2.968, 1.013, 0.108)
C (0.637, -2.938, -1.647)
C (2.032, -3.714, -1.598)
C (0.071, -2.640, 0.786)
C (1.684, -5.542, 1.007)
C (0.533, -7.094, -0.693)
C (-0.345, 4.572, 0.561)
C (0.787, 3.479, 0.636)
C (1.805, -5.114, -1.503)
C (-2.432, 1.224, -1.396)
C (0.830, -5.606, -0.347)
C (-0.355, -3.345, -0.504)
C (-1.777, -2.713, -0.956)
B (-1.282, 2.556, 0.247)
H (-0.279, -1.609, 0.827)
H (1.962, -6.559, 1.284)
H (-2.198, -3.415, -1.676)
H (-3.666, -0.953, 1.612)
H (1.138, -2.784, 0.954)
H (2.581, -4.930, 0.911)
H (-1.489, 7.577, 0.790)
H (-2.886, -1.603, 2.735)
H (1.881, 2.870, -3.288)
H (2.723, -3.398, -0.816)
H (2.808, 2.063, 2.951)
H (-2.528, -2.842, -0.176)
H (-3.156, 4.051, 0.025)
H (1.760, 3.285, -1.837)
H (1.522, -7.538, -0.801)
H (0.064, -7.668, 0.106)
H (-2.594, -0.282, -3.935)
H (1.115, -5.125, 1.839)
H (2.672, 1.050, 4.068)
H (-0.216, -3.298, 1.606)
H (0.780, -1.914, -1.991)
H (-2.436, 8.628, 0.252)
H (2.836, -5.387, -1.277)
H (1.215, 7.814, 2.626)
H (-0.974, 4.144, 3.912)
H (2.067, 0.431, 0.958)
H (1.294, 6.747, 1.555)
H (3.949, 3.999, 1.557)
H (-1.826, -1.716, -1.393)
H (1.620, -5.428, -2.531)
H (-4.481, 4.539, 0.568)
H (0.093, -3.338, -2.503)
H (1.684, -0.390, -0.255)
H (-0.103, -7.299, -1.555)
H (-0.749, 5.614, 3.626)
H (-0.164, 1.062, -2.255)
H (4.808, 2.758, 1.673)
H (2.611, -3.430, -2.477)
H (-1.741, -1.405, -4.486)
H (1.293, 0.955, -2.654)

These are the Mulliken partial charges, in e, on atoms 1 to 4:
1. O -0.6044
2. O -0.4898
3. O -0.5541
4. O -0.6371

=====

[5]
C13H41NO8 | ωB97M-V with the def2-TZVPD basis set

<S²>: 0.754
E_LUMO (spin up / spin down) in eV: -2.5234 / -6.7778
Maximum force in hartree/bohr: 0.074
HOMO level (spin up / spin down) in eV: -11.80 / -11.80
Charge: +1
Kohn-Sham gap (spin up / spin down) in eV: 9.3 / 5.0
Multiplicity: 2

Element x y z (Å)
O (-2.858, 2.596, -3.171)
O (-0.886, -0.446, -3.225)
O (-3.303, 4.714, 1.839)
O (0.837, 2.503, -2.424)
O (3.293, -2.852, 1.314)
O (-4.821, 0.572, -3.853)
O (-1.008, -2.963, -2.092)
O (-1.452, 1.498, -1.086)
N (2.437, -1.803, 1.230)
C (2.048, -1.275, 2.552)
C (-2.164, -3.568, -2.562)
C (1.857, 0.422, 0.049)
C (-3.354, -2.860, -1.851)
C (3.388, -1.038, 3.471)
C (1.661, 1.110, 1.353)
C (2.721, -0.926, 0.085)
C (1.231, 0.048, 2.408)
C (-1.604, 3.462, 3.033)
C (2.322, -1.676, -1.190)
C (0.996, -2.200, 3.352)
C (-2.754, 3.459, 1.949)
C (4.153, -0.569, 0.026)
H (1.293, -3.230, 3.549)
H (0.719, -1.715, 4.288)
H (2.663, 1.348, 1.710)
H (-4.142, 1.167, -3.535)
H (4.061, -1.895, 3.427)
H (-3.265, 3.405, -3.482)
H (4.350, 0.294, -0.610)
H (-4.496, 0.268, -4.701)
H (0.985, 1.958, 1.240)
H (1.354, -2.175, -1.142)
H (4.480, -0.412, 1.054)
H (-3.572, -3.262, -0.861)
H (-2.239, -3.351, -3.627)
H (0.111, 2.245, -1.856)
H (-1.091, 0.269, -3.829)
H (-1.904, 4.058, 3.894)
H (2.856, -3.664, 1.050)
H (3.970, -0.163, 3.181)
H (-3.078, -1.848, -1.552)
H (-1.845, 1.941, -1.838)
H (1.175, 3.308, -2.031)
H (-1.975, 2.615, -3.541)
H (-2.169, -4.654, -2.463)
H (4.616, -1.454, -0.410)
H (-4.233, -2.978, -2.484)
H (-3.540, 2.885, 2.441)
H (-0.733, 3.900, 2.546)
H (2.926, -2.565, -1.371)
H (0.897, -0.020, -0.217)
H (0.053, -2.304, 2.815)
H (0.178, -0.153, 2.212)
H (-0.957, -2.056, -2.403)
H (1.322, 0.465, 3.411)
H (0.024, -0.671, -3.421)
H (2.114, 1.133, -0.736)
H (-3.890, 4.944, 2.563)
H (-2.482, 3.071, 0.967)
H (-1.248, 2.494, 3.385)
H (2.359, -1.117, -2.125)
H (-1.624, 0.569, -1.237)
H (3.234, -0.858, 4.535)

These are the Mulliken partial charges, in e, on atoms 1 to 4:
1. O -0.6850
2. O -0.5901
3. O -0.5553
4. O -0.6607

=====

[6]
C13H42N12O7 | ωB97M-V with the def2-TZVPD basis set

E_LUMO in eV: 0.1333
Structure (SMILES): COC[C@H](C)N.COC[C@H](C)N.NC(N)=O.NC(N)=O.NC(N)=O.NC(N)=O.NC(N)=O
Maximum force in hartree/bohr: 0.169
HOMO level in eV: -9.28
Kohn-Sham gap in eV: 9.4

Element x y z (Å)
O (1.434, -3.814, -3.680)
O (0.996, -0.179, 0.412)
O (1.687, 5.038, 6.061)
O (-2.588, 2.184, -3.873)
O (4.418, -2.239, 3.627)
O (-3.439, -4.221, 2.502)
O (2.529, -0.702, -7.991)
N (-3.976, 0.618, -3.379)
N (3.931, -3.970, 4.973)
N (0.291, 0.059, -1.576)
N (-1.062, 7.098, 7.295)
N (-4.222, 2.521, -2.483)
N (0.144, 1.686, -0.279)
N (2.386, -2.673, 4.262)
N (-2.351, -2.310, 2.934)
N (-0.929, -3.138, -5.347)
N (1.321, 1.087, -7.502)
N (1.008, 0.055, -9.467)
N (-1.695, -3.540, 1.277)
C (1.181, 7.859, 7.112)
C (-2.274, -4.739, -4.400)
C (-2.506, -3.398, 2.261)
C (1.715, 0.146, -8.363)
C (2.495, -4.520, -3.092)
C (0.536, 0.475, -0.423)
C (1.679, 3.599, 5.844)
C (3.677, -2.934, 4.250)
C (-1.103, -3.870, -4.092)
C (-3.633, 1.823, -3.372)
C (0.486, 5.364, 6.781)
C (0.146, 6.885, 6.559)
C (0.236, -4.564, -3.675)
H (-0.091, 7.097, 5.516)
H (-0.878, -3.808, -6.101)
H (-2.188, -5.513, -5.163)
H (-1.362, -3.094, -3.371)
H (-4.004, 3.499, -2.617)
H (2.134, 7.682, 6.613)
H (0.575, 1.699, -7.797)
H (1.255, 7.843, 8.200)
H (-1.274, 8.077, 7.165)
H (-1.873, -1.575, 2.432)
H (-0.305, 2.247, -0.988)
H (1.772, -3.348, 4.695)
H (3.430, -4.003, -3.309)
H (0.330, 0.791, -9.604)
H (-1.802, -4.472, 0.903)
H (0.764, 5.135, 7.810)
H (-3.466, -0.009, -3.984)
H (1.260, 3.068, 6.698)
H (-0.233, 0.668, -2.188)
H (1.177, -0.738, -10.068)
H (0.465, 2.226, 0.512)
H (-3.084, -1.955, 3.531)
H (1.556, 0.944, -6.530)
H (2.572, -5.519, -3.522)
H (2.324, -4.673, -2.027)
H (1.979, -2.148, 3.501)
H (-2.387, -5.324, -3.487)
H (1.162, 3.290, 4.935)
H (4.884, -4.234, 5.180)
H (-3.186, -4.161, -4.547)
H (-0.346, 4.766, 6.410)
H (0.450, -5.323, -4.427)
H (2.655, 3.155, 5.645)
H (-0.004, -2.735, -5.399)
H (0.514, -0.873, -1.896)
H (0.033, -4.973, -2.685)
H (3.159, -4.454, 5.408)
H (-5.074, 2.080, -2.168)
H (-0.777, 6.888, 8.241)
H (0.936, 8.890, 6.857)
H (-4.723, 0.198, -2.844)
H (-0.846, -2.995, 1.319)

These are the Mulliken partial charges, in e, on atoms 1 to 4:
1. O -0.2616
2. O -0.6547
3. O -0.3468
4. O -0.7001

=====

| no. | energy (a.u.) |
| --- | --- |
| 1 | -3201.305454 |
| 2 | -1404.725827 |
| 3 | -3185.017336 |
| 4 | -2103.939322 |
| 5 | -1176.179943 |
| 6 | -1704.254382 |